Computed, not measured: C19H29KNO7S as an isolated structure in a non-equilibrium geometry, with wB97M-V/def2-TZVPD.

```
58
Properties=species:S:1:pos:R:3:forces:R:3
K 16.326 -9.527 -19.153 0.236 -0.069 -0.180
C 21.372 -9.566 -24.277 1.206 -0.425 4.388
C 21.462 -9.846 -25.598 -3.456 2.630 -2.925
C 22.509 -10.819 -26.015 0.804 0.551 -6.216
O 22.924 -10.994 -27.229 -2.219 1.344 -0.060
C 23.293 -11.513 -25.225 1.556 -1.820 8.612
C 23.177 -11.345 -23.724 1.701 -1.482 1.022
C 22.050 -10.330 -23.215 -0.044 -1.464 -1.358
O 21.715 -10.418 -22.030 0.072 0.856 -0.496
O 23.881 -11.944 -22.808 -2.090 1.864 -3.307
O 20.609 -9.205 -26.392 2.875 -2.297 1.269
H 20.771 -8.780 -23.845 -0.511 0.136 -0.517
H 24.046 -12.211 -25.561 -0.111 0.147 -0.262
C 18.263 -18.382 -22.313 -0.520 0.164 -3.024
C 18.709 -19.201 -21.193 -0.520 0.027 2.392
C 18.101 -18.479 -19.972 0.736 0.933 0.753
S 18.626 -16.653 -20.290 2.226 -0.424 -4.445
O 20.103 -16.416 -20.287 -2.889 -0.682 1.554
O 17.638 -15.672 -19.918 0.135 -0.068 1.611
C 18.341 -16.873 -22.161 0.872 0.129 1.587
H 17.237 -18.676 -22.534 -0.052 0.114 -0.309
H 18.937 -18.826 -23.045 -0.504 0.852 -1.260
H 19.792 -19.300 -21.255 0.041 0.150 0.951
H 18.281 -20.189 -21.365 0.056 -0.121 0.484
H 18.253 -18.865 -18.964 0.685 0.257 -0.054
H 17.026 -18.310 -20.018 -0.146 -0.320 -0.555
H 19.207 -16.382 -22.604 0.231 -0.374 0.128
H 17.505 -16.244 -22.467 -0.374 -0.610 0.218
C 5.165 -7.493 -20.612 -0.539 0.338 0.205
C 6.661 -7.275 -20.522 2.027 1.884 1.468
C 6.996 -5.937 -19.743 -2.651 -0.693 0.315
C 6.787 -5.983 -18.203 1.577 0.307 -1.036
C 7.785 -7.038 -17.702 -0.458 -0.883 -0.400
C 7.527 -8.461 -18.367 -0.837 -0.368 0.781
N 7.442 -8.292 -19.815 0.250 1.776 -0.606
O 7.185 -9.459 -20.512 0.499 -1.670 0.023
C 8.757 -9.394 -18.081 -1.631 -0.253 -0.067
C 6.188 -9.082 -17.846 0.608 -0.443 -0.200
C 7.422 -6.991 -21.844 0.607 -0.757 -0.570
H 4.867 -8.467 -21.001 0.146 0.155 -0.194
H 4.703 -6.670 -21.157 0.141 -0.198 -0.715
H 4.658 -7.354 -19.657 0.317 -0.316 0.376
H 7.992 -5.608 -20.038 -0.258 0.261 0.255
H 6.156 -5.359 -20.129 0.635 1.112 -0.260
H 5.746 -6.020 -17.881 -0.093 -1.065 -0.212
H 7.015 -4.992 -17.810 0.625 0.117 0.020
H 7.869 -7.011 -16.615 -0.451 -0.795 0.166
H 8.818 -6.851 -17.994 -0.035 0.748 -0.438
H 8.456 -10.412 -18.325 0.018 -0.103 -0.221
H 9.620 -9.164 -18.706 0.052 0.355 0.347
H 8.940 -9.438 -17.007 0.414 0.372 -0.034
H 5.372 -8.395 -18.071 0.069 0.225 1.027
H 5.824 -9.985 -18.337 0.713 -0.146 -0.748
H 6.326 -9.473 -16.838 -0.426 0.833 0.480
H 7.293 -6.028 -22.339 -0.702 0.150 0.350
H 7.384 -7.733 -22.641 -0.607 -0.290 0.110
H 8.479 -6.994 -21.576 0.090 0.025 0.175
H 8.048 -9.574 -20.916 -0.096 -0.681 -0.399
```
Positions in Å, forces in eV/Å.

Calculated values
Net charge = -1
Frontier orbital gap = 1.6 eV
E_LUMO = -0.39 eV
Highest occupied orbital energy = -1.947 eV

***

Computed, not measured: C19H29N2O3P2SV as an isolated structure in a non-equilibrium geometry, with wB97M-V/def2-TZVPD.

```
57
Properties=species:S:1:pos:R:3:forces:R:3
V -0.304 1.428 -0.340 0.338 -1.415 -0.934
N 1.825 1.592 -0.475 0.466 0.194 -0.178
N 1.992 2.906 0.051 -0.059 0.257 -0.005
C 0.993 3.831 -0.425 0.590 0.399 0.186
O 1.296 4.992 -0.541 -0.133 -0.175 0.065
O -0.149 3.260 -0.630 -0.087 1.580 -0.404
H 2.407 0.953 0.052 -0.003 -0.063 0.116
H 2.133 1.532 -1.447 0.158 0.017 -0.005
H 2.920 3.297 -0.047 0.079 -0.047 -0.163
C -4.070 2.125 0.196 0.203 0.090 -0.158
P -2.640 1.068 -0.252 -1.683 -0.322 0.241
C -3.254 0.295 -1.795 0.134 -0.042 0.151
C -2.771 -0.214 1.065 0.016 -0.032 -0.055
C -3.757 -1.191 1.079 -0.008 -0.010 0.067
C -3.767 -2.165 2.070 -0.027 -0.027 -0.022
C -2.802 -2.158 3.064 -0.005 -0.012 0.005
C -1.826 -1.169 3.076 -0.043 0.014 0.070
C -1.805 -0.195 2.085 0.061 -0.055 -0.085
P -0.503 1.078 1.930 -0.248 0.008 1.643
C 0.833 0.617 3.089 -0.192 0.041 -0.116
C -1.206 2.551 2.751 0.136 -0.038 -0.083
H -4.988 1.549 0.081 -0.024 0.028 0.001
H -4.099 2.997 -0.458 -0.046 0.001 0.010
H -3.998 2.462 1.228 0.035 0.004 0.005
H -4.093 -0.377 -1.624 -0.046 0.029 -0.017
H -2.442 -0.256 -2.267 -0.049 -0.054 -0.009
H -3.574 1.094 -2.463 0.010 0.015 -0.006
H -4.522 -1.217 0.314 0.011 0.014 -0.021
H -4.528 -2.936 2.059 -0.006 0.023 0.014
H -2.811 -2.920 3.833 0.007 0.016 0.005
H -1.088 -1.170 3.870 0.028 0.027 -0.042
H 1.250 -0.357 2.840 0.022 -0.016 0.017
H 0.477 0.614 4.119 0.037 -0.017 0.018
H 1.606 1.379 2.988 0.032 -0.024 0.043
H -1.619 2.312 3.730 0.003 -0.011 0.010
H -1.976 2.976 2.110 -0.033 0.063 0.053
H -0.412 3.293 2.854 -0.025 0.025 0.007
C 5.161 -1.087 -3.907 -0.030 0.013 0.056
C 4.030 -1.250 -2.934 0.000 0.015 -0.036
C 2.705 -1.095 -3.344 0.013 -0.021 0.062
C 1.662 -1.201 -2.439 -0.031 -0.053 0.011
C 1.944 -1.476 -1.109 -0.149 0.049 0.179
C 3.253 -1.638 -0.676 -0.106 -0.048 0.136
C 4.287 -1.530 -1.592 -0.002 -0.022 0.017
S 0.584 -1.508 0.070 0.586 -0.889 -0.378
C 0.049 -3.216 -0.164 -0.012 0.330 0.135
O -0.495 -0.690 -0.600 -0.054 0.019 -0.442
H 4.811 -1.153 -4.935 0.024 0.001 -0.011
H 5.929 -1.843 -3.748 0.002 0.002 -0.013
H 5.627 -0.109 -3.769 0.031 -0.013 -0.047
H 2.487 -0.893 -4.385 0.021 0.016 -0.002
H 0.634 -1.070 -2.752 -0.008 0.025 -0.039
H 3.457 -1.856 0.367 0.060 0.032 -0.017
H 5.309 -1.660 -1.259 -0.004 0.002 -0.009
H -0.130 -3.385 -1.224 -0.016 0.028 -0.015
H -0.862 -3.340 0.420 0.016 -0.003 -0.014
H 0.833 -3.875 0.209 0.012 0.030 -0.003
```
Positions in Å, forces in eV/Å.

Calculated values
Relative energy (zero: lowest compared OMol25 entry of this formula, charge and spin) = 13.3 kcal per mole
Net charge = +1
Frontier orbital gap (spin up / spin down) = 7.8 / 9.6 eV
E_LUMO (spin up / spin down) = -2.47 / -2.51 eV
Expectation value of S² = 3.76
Highest occupied orbital energy (spin up / spin down) = -10.320 / -12.136 eV
2S+1 = 4